Model P:
{"formula": "CH3NO2S", "method": "ωB97M-V/def2-TZVPD", "e_lumo_ev": -0.5, "gap_ev": 9.3, "mol_weight_g_mol": 93.11, "elements": ["H", "S", "O", "H", "N", "H", "O", "C"], "xyz": [[0.41, 1.44, -0.93], [1.75, -0.54, 0.22], [-1.90, 0.54, 0.28], [0.34, 1.06, 0.98], [-0.94, -0.14, -0.06], [1.03, -1.57, -0.26], [-1.01, -1.34, -0.33], [0.33, 0.55, 0.11]]}

=====

Model Q:
{"formula": "CH3NO2S", "method": "ωB97M-V/def2-TZVPD", "e_lumo_ev": -1.1, "gap_ev": 8.1, "mol_weight_g_mol": 93.11, "elements": ["S", "O", "H", "H", "O", "N", "H", "C"], "xyz": [[1.07, 0.39, 2.39], [-0.23, -0.07, 2.60], [-0.20, 0.91, -0.52], [-0.14, -1.57, -0.75], [1.74, 0.20, 1.14], [-0.44, -0.93, -1.42], [-1.15, 0.76, -2.11], [-0.64, 0.31, -1.32]]}

=====

Model R:
{"formula": "CH3NO2S", "method": "ωB97M-V/def2-TZVPD", "e_lumo_ev": 0.0, "gap_ev": 8.1, "mol_weight_g_mol": 93.11, "elements": ["S", "C", "H", "H", "O", "H", "O", "N"], "xyz": [[1.34, 1.45, 0.35], [-0.43, -1.24, -1.14], [-0.62, 0.55, 0.85], [-0.48, 1.54, 2.12], [-1.02, -0.80, -0.25], [0.97, -1.51, -2.55], [-0.09, 1.00, 1.52], [0.06, -1.39, -2.20]]}

=====

Top of the stability list: model Q, leading by 90.8 kJ/mol.

=====

Model P:
{"formula": "C6H18O3S3", "method": "ωB97M-V/def2-TZVPD", "e_lumo_ev": 0.3, "gap_ev": 7.6, "mol_weight_g_mol": 234.41, "elements": ["O", "O", "H", "S", "C", "O", "H", "H", "H", "S", "H", "H", "H", "C", "H", "C", "H", "H", "H", "H", "H", "S", "H", "C", "H", "H", "H", "C", "H", "C"], "xyz": [[1.19, 2.74, -0.24], [-0.51, -1.86, 0.45], [-2.44, -4.24, 3.19], [-1.59, -1.96, 2.30], [-2.31, 0.11, -0.35], [-1.62, -1.17, 3.64], [-2.94, 0.37, -1.21], [-2.14, 0.95, 0.33], [0.85, -1.98, 1.91], [-0.87, -0.98, -0.73], [-3.73, -3.39, 2.56], [1.74, 2.44, -3.78], [-3.04, -0.43, 0.25], [0.39, 0.35, -0.79], [2.46, 1.42, -2.41], [3.06, 3.88, -1.48], [3.10, 4.74, -0.81], [0.28, 1.04, 0.05], [-2.72, -4.00, 1.46], [0.68, 1.35, -2.95], [0.45, 0.91, -1.72], [1.32, 3.35, -1.57], [0.22, -3.50, 1.37], [1.59, 1.94, -2.83], [0.44, -3.28, 2.99], [3.48, 4.15, -2.45], [1.43, 0.05, -0.73], [0.08, -2.72, 2.12], [3.80, 3.25, -0.99], [-2.65, -3.51, 2.42]]}

=====

Model Q:
{"formula": "C6H18O3S3", "method": "ωB97M-V/def2-TZVPD", "e_lumo_ev": 0.2, "gap_ev": 8.9, "mol_weight_g_mol": 234.41, "elements": ["C", "O", "S", "O", "H", "C", "H", "H", "C", "H", "C", "S", "H", "H", "H", "H", "H", "H", "C", "S", "H", "C", "O", "H", "H", "H", "H", "H", "H", "H"], "xyz": [[-36.05, -29.09, 4.44], [-40.37, -32.40, 7.12], [-32.16, -31.23, 2.94], [-31.39, -32.52, 3.05], [-30.74, -30.97, 1.13], [-38.64, -30.45, 6.96], [-36.21, -26.70, 2.74], [-35.55, -25.53, 3.62], [-31.74, -30.97, 1.25], [-38.46, -29.31, 6.96], [-39.95, -30.90, 9.34], [-40.22, -30.99, 7.64], [-38.56, -30.86, 5.92], [-37.69, -30.80, 7.49], [-35.50, -30.07, 4.74], [-31.94, -30.13, 0.55], [-32.09, -31.70, 0.60], [-34.32, -31.91, 3.61], [-35.86, -26.50, 3.67], [-34.85, -27.74, 4.48], [-40.86, -30.67, 9.88], [-33.86, -31.63, 2.74], [-33.80, -28.13, 3.47], [-36.42, -29.07, 3.33], [-34.27, -30.71, 2.31], [-33.98, -32.53, 2.13], [-36.84, -26.49, 4.25], [-39.64, -31.73, 9.59], [-39.15, -30.26, 9.68], [-37.05, -28.87, 4.90]]}

=====

Top of the stability list: model Q, leading by 145.4 kJ/mol.

=====

Model P:
{"formula": "C5H17N2O", "method": "ωB97M-V/def2-TZVPD", "e_lumo_ev": -8.5, "gap_ev": 5.1, "total_charge": 1, "mol_weight_g_mol": 121.20, "elements": ["N", "H", "H", "H", "C", "H", "H", "C", "H", "H", "H", "C", "H", "N", "H", "H", "C", "H", "H", "O", "H", "C", "H", "H", "H"], "xyz": [[0.40, 0.65, 0.56], [1.51, -2.67, 1.04], [0.17, 1.18, 4.38], [-0.25, 2.79, 3.66], [-0.16, -1.67, 0.30], [0.82, 2.73, 0.70], [-1.86, -2.56, -0.71], [-0.82, -2.77, -0.54], [0.60, 1.41, -4.36], [1.69, -1.06, 0.69], [-0.63, 2.39, -0.32], [-0.45, 1.71, 3.63], [-0.77, -3.84, -0.07], [1.27, -1.92, 0.41], [0.19, -0.33, -1.30], [-0.38, -2.83, -1.52], [0.38, 1.99, -0.05], [0.95, 2.01, -1.00], [-0.64, -1.59, 1.28], [-0.15, 1.55, -3.67], [-1.49, 1.65, 3.89], [-0.29, -0.27, -0.30], [-0.83, 2.07, -4.17], [-1.34, -0.05, -0.49], [-0.26, 1.30, 2.59]]}

=====

Model Q:
{"formula": "C5H17N2O", "method": "ωB97M-V/def2-TZVPD", "e_lumo_ev": -2.7, "gap_ev": 10.3, "total_charge": 1, "mol_weight_g_mol": 121.20, "elements": ["H", "H", "H", "H", "H", "H", "H", "H", "H", "O", "H", "H", "C", "C", "H", "C", "N", "H", "N", "H", "H", "C", "H", "C", "H"], "xyz": [[0.06, -0.49, -0.90], [2.35, -1.45, 2.00], [3.13, -0.50, 0.90], [-1.68, 1.60, -0.60], [1.21, -1.70, -0.65], [-0.51, -1.51, 0.81], [0.90, 1.09, 0.67], [-1.05, 1.42, 1.63], [1.65, 0.91, -3.75], [1.96, 1.05, -2.85], [-2.82, -1.04, -0.14], [2.44, 0.28, 2.30], [-1.47, 0.52, 1.18], [-0.39, -0.58, 1.36], [2.04, 2.02, -2.92], [-2.85, -0.11, -0.72], [-1.64, 0.61, -0.31], [1.58, -0.20, -1.28], [1.05, -0.70, -0.56], [-3.79, 0.47, -0.80], [-2.65, -0.42, -1.77], [0.95, -0.01, 0.88], [-0.27, -0.96, 2.39], [2.21, -0.45, 1.50], [-2.41, 0.14, 1.63]]}

=====

Top of the stability list: model Q, leading by 414.2 kJ/mol.

=====

Model P:
{"formula": "C5H17N2O", "method": "ωB97M-V/def2-TZVPD", "e_lumo_ev": -3.0, "gap_ev": 10.6, "total_charge": 1, "mol_weight_g_mol": 121.20, "elements": ["H", "H", "H", "C", "H", "H", "H", "N", "C", "H", "H", "H", "C", "C", "H", "H", "C", "H", "H", "H", "N", "H", "O", "H", "H"], "xyz": [[-0.60, -0.40, -2.30], [2.26, 0.44, -3.11], [-2.13, 0.12, -0.20], [-0.19, -0.03, -1.35], [0.25, 0.86, 2.85], [-1.20, 2.24, 1.15], [-0.26, -1.74, 0.24], [0.25, -1.44, -0.69], [-0.52, 0.40, 2.17], [-0.07, -0.58, 1.78], [-1.68, 1.63, -0.86], [0.52, 1.77, -2.04], [1.04, 0.92, -1.48], [-1.21, 0.75, -0.37], [-0.23, -2.86, 2.28], [3.01, 0.70, -1.69], [-0.57, 1.39, 0.87], [-1.80, -2.35, 2.03], [1.22, -1.30, -0.25], [-1.57, 0.15, 2.29], [2.22, 0.27, -2.09], [0.21, -2.06, -1.43], [-0.76, -2.17, 1.97], [1.37, 1.51, -0.43], [0.45, 1.78, 0.66]]}

=====

Model Q:
{"formula": "C5H17N2O", "method": "ωB97M-V/def2-TZVPD", "e_lumo_ev": -3.0, "gap_ev": 9.7, "total_charge": 1, "mol_weight_g_mol": 121.20, "elements": ["N", "C", "H", "H", "H", "H", "H", "H", "H", "H", "H", "H", "H", "C", "O", "H", "N", "C", "H", "H", "H", "C", "C", "H", "H"], "xyz": [[-0.99, 0.87, 1.36], [0.44, -2.02, 0.38], [1.94, 0.74, -2.47], [-1.27, -0.53, -0.74], [0.27, -1.90, 1.46], [-1.18, -0.12, 1.39], [2.71, 1.24, -1.00], [3.60, 0.12, -1.98], [-4.08, 1.70, 2.79], [-0.34, -2.58, -0.13], [-0.13, 0.99, 1.90], [-4.21, 0.81, 1.59], [1.60, -1.40, -2.03], [1.95, -0.90, -1.11], [-3.56, 1.09, 2.23], [1.29, -2.69, 0.36], [0.81, -0.68, -0.19], [2.59, 0.38, -1.67], [-1.83, 1.35, 1.69], [-1.46, 1.84, -0.42], [2.68, -1.58, -0.68], [-0.58, 1.27, -0.10], [-0.31, -0.04, -0.85], [0.29, 1.89, 0.12], [-0.21, 0.14, -1.92]]}

=====

Model R:
{"formula": "C5H17N2O", "method": "ωB97M-V/def2-TZVPD", "e_lumo_ev": -3.0, "gap_ev": 10.3, "total_charge": 1, "mol_weight_g_mol": 121.20, "elements": ["H", "N", "H", "C", "H", "C", "H", "H", "C", "H", "H", "H", "H", "H", "H", "H", "C", "H", "O", "H", "C", "N", "H", "H", "H"], "xyz": [[1.49, -1.67, -0.91], [-0.15, -2.93, -0.38], [0.43, 2.85, -1.20], [-1.32, 1.85, -1.92], [1.42, 0.58, -1.12], [-0.18, 1.99, -0.92], [2.37, -0.04, 3.00], [-0.15, -0.36, 1.92], [0.70, -1.75, -0.16], [-0.08, -3.36, -1.29], [1.55, 1.21, 3.19], [1.10, -1.92, 0.85], [-1.07, 1.95, -2.97], [-0.60, 2.50, -0.05], [-1.73, 0.83, -1.97], [-1.30, -1.39, 1.33], [-0.19, -0.49, -0.13], [-2.21, 2.44, -1.69], [1.62, 0.43, 2.61], [-0.92, -0.69, -0.91], [0.58, 0.76, -0.45], [-0.86, -0.48, 1.18], [1.16, 1.03, 0.43], [-1.55, 0.28, 1.22], [-0.10, -3.62, 0.35]]}

=====

Top of the stability list: model R, leading by 62.3 kJ/mol.

=====

Model P:
{"formula": "CH3O3P", "method": "ωB97M-V/def2-TZVPD", "smiles": "COP(=O)=O", "e_lumo_ev": -0.1, "gap_ev": 11.9, "mol_weight_g_mol": 94.01, "elements": ["O", "C", "H", "O", "P", "H", "H", "O"], "xyz": [[0.15, -0.77, -0.07], [-1.11, -0.14, -0.02], [-1.11, 0.76, -0.63], [2.72, -0.65, 0.03], [1.46, 0.07, 0.01], [-1.34, 0.14, 1.01], [-1.84, -0.86, -0.38], [1.07, 1.45, 0.05]]}

=====

Model Q:
{"formula": "CH3O3P", "method": "ωB97M-V/def2-TZVPD", "smiles": "O=[PH]=O.C=O", "e_lumo_ev": -0.3, "gap_ev": 11.1, "mol_weight_g_mol": 94.01, "elements": ["H", "P", "O", "C", "O", "O", "H", "H"], "xyz": [[-1.65, -1.09, -1.71], [1.15, -0.23, 0.20], [1.44, -1.63, -0.08], [-1.05, -0.57, -1.00], [1.91, 0.96, -0.15], [-1.50, -0.62, 0.10], [-0.03, -0.12, -1.26], [0.12, 0.26, 0.95]]}

=====

Model R:
{"formula": "CH3O3P", "method": "ωB97M-V/def2-TZVPD", "e_lumo_ev": 0.5, "gap_ev": 10.3, "mol_weight_g_mol": 94.01, "elements": ["O", "O", "P", "H", "C", "H", "O", "H"], "xyz": [[-1.91, 0.03, -0.04], [0.31, -0.75, -0.77], [-0.71, -0.90, 0.52], [-2.74, -0.08, 0.28], [1.13, 0.23, -0.25], [2.11, -0.21, -0.05], [0.61, 0.36, 1.04], [1.20, 1.32, -0.73]]}

=====

Top of the stability list: model P, leading by 135.7 kJ/mol.

=====

Model P:
{"formula": "C5H7F", "method": "ωB97M-V/def2-TZVPD", "e_lumo_ev": [0.1, 0.4], "gap_ev": [7.7, 8.4], "mol_weight_g_mol": 86.11, "elements": ["H", "H", "C", "C", "H", "H", "C", "C", "C", "H", "H", "H", "F"], "xyz": [[-0.92, -1.61, 1.14], [1.58, -1.82, 0.31], [0.32, -0.06, -0.09], [-0.97, -0.78, 0.44], [0.96, 1.88, 0.58], [-1.69, -0.03, 0.72], [0.36, 1.44, -0.22], [-0.60, -0.91, -0.95], [1.51, -0.76, 0.16], [0.81, 1.71, -1.18], [-0.29, -1.88, -1.33], [-0.64, 1.86, -0.18], [2.70, -0.18, -0.03]]}

=====

Model Q:
{"formula": "C5H7F", "method": "ωB97M-V/def2-TZVPD", "smiles": "C#C[C@@H](C)CF", "e_lumo_ev": 1.0, "gap_ev": 11.2, "mol_weight_g_mol": 86.11, "elements": ["C", "H", "C", "F", "C", "C", "H", "H", "H", "H", "H", "H", "C"], "xyz": [[-0.27, 0.60, -1.34], [-2.01, 0.41, 0.89], [-0.01, 0.50, 0.19], [-1.43, -1.48, 0.48], [-1.19, -0.24, 0.96], [1.34, -0.18, 0.42], [-0.46, -0.34, -1.75], [-0.01, 1.54, 0.39], [-1.01, 1.15, -1.80], [3.07, -1.65, 0.71], [0.62, 1.09, -1.70], [-0.96, -0.52, 1.96], [2.30, -0.87, 0.60]]}

=====

Model R:
{"formula": "C5H7F", "method": "ωB97M-V/def2-TZVPD", "smiles": "C=CC/C=C/F", "e_lumo_ev": 1.2, "gap_ev": 10.6, "mol_weight_g_mol": 86.11, "elements": ["H", "H", "F", "H", "C", "C", "C", "H", "C", "C", "H", "H", "H"], "xyz": [[-2.65, 0.32, 1.04], [0.14, 1.29, -0.88], [3.47, -0.59, 0.05], [-0.50, 1.11, 0.85], [-0.15, 0.59, -0.02], [-2.45, -0.35, 0.18], [2.37, 0.28, -0.11], [1.14, -1.10, 0.77], [-1.20, -0.39, -0.38], [1.14, -0.18, 0.21], [-3.23, -1.06, -0.26], [2.80, 1.24, -0.40], [-0.87, -1.14, -1.06]]}

=====

Top of the stability list: model R, leading by 85.3 kJ/mol.